# H20O10

A cluster of 10 separate species, H20O10 in total (ωB97M-V/def2-TZVPD, the OMol25 dataset).

Positions of all 30 atoms, in Å:
O 0.5152 2.5290 -1.1466
O 0.0023 -3.7819 0.4834
O -2.1690 2.8265 -0.3935
O 2.2919 -1.7508 -1.8015
O 3.3232 1.8893 0.3651
O 1.4552 0.8250 -3.2996
O 1.3897 -1.7733 2.3332
O 0.3545 -0.3149 0.0520
O -2.3621 0.4276 1.1528
O -2.5011 -2.3350 1.5392
H 1.7937 -1.3393 -1.0854
H 0.6740 0.7015 -3.8467
H -0.3799 2.8180 -0.8922
H -2.9173 -2.9028 2.1976
H -2.4086 -0.5358 1.3304
H 0.9594 3.3313 -1.4446
H 0.3732 0.5322 -0.4136
H -2.3626 1.9765 0.0379
H -2.8442 -2.6445 0.6901
H 1.0754 -1.1821 3.0226
H -2.9729 0.8084 1.7928
H 2.3155 -1.0606 -2.4755
H 3.3989 2.4961 1.1073
H 1.1979 1.4924 -2.6429
H 0.9850 -1.4220 1.5222
H -2.9639 3.3556 -0.2865
H 2.4232 2.0050 0.0420
H -0.8033 -3.2929 0.6762
H -0.5372 -0.3707 0.4214
H 0.6942 -3.3076 0.9623

Summary:
**Energy relative to the best compared isomer or geometry (same formula, charge and spin)**: 223.3 kJ/mol
**Structure (SMILES)**: O.O.O.O.O.O.O.O.O.O
**HOMO**: -9.8 eV
**DFT total energy**: -20800.2981 eV


# H20O10

A cluster of 10 separate species, H20O10 in total in a non-equilibrium geometry (ωB97M-V/def2-TZVPD, the OMol25 dataset).

Positions of all 30 atoms, in Å:
O 42.7840 35.7900 8.5930
O 38.9340 41.0050 12.3110
O 42.3770 37.0190 13.5260
O 42.2290 40.0250 13.1980
O 39.7240 36.2650 10.2890
O 41.1030 42.5500 11.9120
O 45.0150 39.2670 11.2580
O 42.3180 39.7910 9.3480
O 41.1320 38.2980 11.3860
O 43.6260 36.5800 11.1010
H 42.9190 40.4420 12.7100
H 42.6980 36.7840 14.3150
H 38.4760 40.4140 11.7200
H 44.3580 35.8760 11.3440
H 43.5260 35.1370 8.3980
H 40.8050 39.0760 11.8630
H 41.9960 37.9750 11.7050
H 44.6990 39.7020 10.2940
H 42.5210 40.4210 10.0890
H 43.0280 36.5500 11.8260
H 42.9910 36.2790 9.4520
H 44.4750 38.3770 11.3620
H 42.7790 39.2610 13.4930
H 41.4730 36.6390 13.6520
H 38.7880 40.8030 13.2430
H 40.7470 43.1040 11.2820
H 40.4780 41.9070 12.2920
H 39.1790 35.9710 11.0790
H 41.7460 39.0970 9.8250
H 40.1820 37.1350 10.5780

Summary:
**Energy relative to the best compared isomer or geometry (same formula, charge and spin)**: 410.6 kJ/mol
**Structure (SMILES)**: O.O.O.O.O.O.O.O.O.O
**HOMO**: -10.3 eV
**DFT total energy**: -20798.3572 eV


# H20O10

A cluster of 10 separate species, H20O10 in total (ωB97M-V/def2-TZVPD, the OMol25 dataset).

Positions of all 30 atoms, in Å:
O -6.7782 6.2816 -0.6113
O -2.2264 10.9938 1.3056
O -4.3717 11.2861 -0.4612
O -8.9140 12.1439 0.6206
O -9.2486 10.1818 2.6795
O -8.6424 10.3434 -2.1103
O -5.7522 13.2507 2.9599
O -4.8057 10.3260 3.2429
O -8.7071 8.5430 0.2432
O -6.8019 10.3796 0.8137
H -4.7264 10.3720 4.2013
H -4.8464 12.0903 -0.2264
H -3.9959 9.8925 2.9486
H -9.3967 10.8144 1.9636
H -5.8512 10.2386 0.7349
H -9.4174 9.1933 0.2950
H -7.1948 9.4971 0.8466
H -2.5583 11.4322 2.0946
H -7.1538 6.8931 0.0295
H -8.3396 10.3391 2.9518
H -8.0666 11.6732 0.5847
H -8.8238 12.9122 0.0530
H -8.6743 9.6422 -2.7675
H -6.7971 5.4227 -0.1796
H -2.9548 11.0393 0.6660
H -5.6406 13.6770 2.1066
H -9.0613 7.7720 0.6970
H -4.7437 11.0183 -1.3083
H -5.5763 12.3135 2.8021
H -8.2819 9.9163 -1.3259

Summary:
**Energy relative to the best compared isomer or geometry (same formula, charge and spin)**: 240.7 kJ/mol
**Structure (SMILES)**: O.O.O.O.O.O.O.O.O.O
**HOMO**: -11.0 eV
**DFT total energy**: -20800.1175 eV